Entry 1:
Density functional theory data (the ωB97M-V functional and the def2-TZVPD basis) for a molecular structure, C26H20MnN7O5.

ORCA input file:
```
! RIJCOSX wB97M-V def2-TZVPD def2/J DEFGRID3
* xyz -1 6
Mn -0.066 0.512 -0.600
O -0.756 -1.466 4.337
C -1.998 -1.785 3.858
C -2.954 -2.061 4.826
C -4.278 -2.342 4.433
C -4.631 -2.356 3.086
C -3.645 -2.001 2.123
C -2.296 -1.787 2.496
C -1.312 -1.373 1.433
O -1.648 -1.236 0.225
N -0.037 -1.247 1.859
N 0.816 -0.996 0.864
C 2.129 -1.178 1.020
C 3.071 -1.118 -0.052
C 4.331 -1.695 0.082
C 5.247 -1.740 -0.930
C 4.948 -1.073 -2.139
C 3.767 -0.428 -2.301
C 2.747 -0.449 -1.341
O 1.578 0.033 -1.561
H -0.134 -1.284 3.524
H -2.623 -2.150 5.879
H -4.984 -2.580 5.242
H -5.589 -2.714 2.729
H -3.945 -1.909 1.079
H 2.528 -1.540 2.016
H 4.639 -2.100 1.053
H 6.183 -2.257 -0.787
H 5.726 -1.096 -2.907
H 3.519 0.107 -3.205
N -2.427 -1.182 -4.361
C -2.369 -2.547 -4.034
C -1.528 -2.648 -2.911
N -1.098 -1.396 -2.534
C -1.624 -0.537 -3.439
C -1.497 0.942 -3.245
N -0.831 1.546 -2.236
C -0.934 2.919 -2.456
C -1.711 3.106 -3.569
N -2.056 1.858 -4.057
H -2.987 -0.696 -5.022
H -2.833 -3.276 -4.675
H -1.227 -3.522 -2.334
H -0.418 3.551 -1.776
H -1.923 4.019 -4.078
H -2.394 1.715 -4.988
O -1.372 2.274 2.821
C -0.804 2.050 1.748
O -1.256 1.294 0.807
C 0.542 2.629 1.537
C 1.081 3.595 2.423
C 2.368 4.023 2.204
C 3.051 3.601 1.053
C 2.457 2.706 0.176
N 1.241 2.200 0.452
H 0.369 4.058 3.110
H 2.854 4.647 2.958
H 4.017 4.027 0.810
H 2.975 2.354 -0.723
*
```

## Properties
- LUMO energy (spin up / spin down) (eV) = 1.85 / 1.84
- energy relative to the best compared isomer or geometry (same formula, charge and spin) (eV) = 1.411
- <S²> = 8.7547
- frontier orbital gap (spin up / spin down) (eV) = 5.24 / 5.40

Entry 2:
Density functional theory data (the ωB97M-V functional and the def2-TZVPD basis) for a molecular structure, C26H20NOP2S2Sn.

ORCA input file:
```
! RIJCOSX wB97M-V def2-TZVPD def2/J DEFGRID3
* xyz 1 1
Sn 10.311 11.294 5.183
S 12.074 10.910 7.021
P 11.678 9.940 9.806
C 11.216 10.962 8.526
P 9.561 11.728 8.700
S 8.516 12.063 6.996
C 8.409 10.731 9.685
C 7.766 11.206 10.862
C 6.824 10.404 11.450
C 6.415 9.181 10.880
C 6.801 8.917 9.575
C 7.931 9.591 9.029
C 9.986 13.294 9.505
C 10.088 13.436 10.922
C 10.074 14.728 11.444
C 10.285 15.861 10.615
C 10.365 15.673 9.231
C 10.179 14.409 8.666
C 12.744 10.925 10.978
C 13.089 10.169 12.158
C 14.139 10.583 12.954
C 14.913 11.685 12.570
C 14.498 12.477 11.481
C 13.492 12.026 10.628
C 12.932 8.759 9.159
C 12.635 7.407 8.915
C 13.632 6.510 8.463
C 14.918 7.010 8.199
C 15.170 8.365 8.301
C 14.155 9.249 8.739
H 8.008 12.201 11.279
H 6.387 10.718 12.389
H 5.724 8.587 11.439
H 6.247 8.213 8.989
H 8.374 9.279 8.078
H 9.965 12.544 11.594
H 9.986 14.840 12.522
H 10.290 16.828 11.080
H 10.500 16.571 8.635
H 10.112 14.308 7.577
H 12.502 9.260 12.390
H 14.352 10.058 13.871
H 15.850 11.906 13.101
H 15.048 13.377 11.278
H 13.295 12.545 9.672
H 11.608 7.137 9.179
H 13.415 5.423 8.460
H 15.717 6.278 7.990
H 16.195 8.713 8.140
H 14.390 10.325 8.735
O 11.255 15.298 5.512
C 11.320 14.165 5.082
N 11.413 13.010 4.682
*
```

## Properties
- LUMO energy (spin up / spin down) (eV) = -5.64 / -5.64
- frontier orbital gap (spin up / spin down) (eV) = 6.00 / 6.00

Entry 3:
Density functional theory data (the ωB97M-V functional and the def2-TZVPD basis) for a molecular structure, C26H21AuCl2N4O5S7.

ORCA input file:
```
! RIJCOSX wB97M-V def2-TZVPD def2/J DEFGRID3
* xyz -2 1
Au -0.435 0.402 0.556
O -2.776 -4.286 -4.268
S -3.206 -3.072 -3.606
O -4.625 -2.802 -3.634
N -2.578 -2.930 -2.140
C -1.667 -1.938 -2.062
O -1.006 -1.610 -1.080
C -1.491 -1.211 -3.377
C -0.613 -0.185 -3.665
C -0.628 0.351 -4.948
C -1.501 -0.143 -5.918
C -2.364 -1.196 -5.627
C -2.329 -1.712 -4.346
H 0.065 0.171 -2.895
H 0.040 1.169 -5.199
H -1.508 0.297 -6.908
H -3.037 -1.599 -6.375
C 1.096 6.227 -1.425
S -0.234 5.140 -2.010
C -1.016 4.745 -0.485
C -1.324 3.487 -0.082
S -1.117 2.039 -1.001
S -2.060 3.414 1.509
C -2.155 5.098 1.844
S -2.772 5.750 3.232
S -1.525 6.054 0.560
H 1.773 6.371 -2.268
H 1.635 5.754 -0.604
H 0.711 7.193 -1.105
Cl -0.197 -7.003 0.188
C 0.238 -6.363 -1.372
C 0.324 -7.265 -2.419
C 0.813 -6.864 -3.649
C 1.262 -5.561 -3.799
C 1.150 -4.666 -2.754
Cl 1.823 -3.078 -2.951
C 0.559 -5.003 -1.522
N 0.438 -4.069 -0.515
C -0.713 -3.887 0.307
C -1.940 -4.446 -0.017
C -3.024 -4.301 0.833
C -2.881 -3.593 2.016
C -1.660 -3.006 2.319
C -0.567 -3.120 1.466
C 0.751 -2.445 1.797
C 0.597 -1.368 2.857
O 0.811 -1.669 4.035
O 0.209 -0.226 2.451
H 0.025 -8.291 -2.245
H 0.867 -7.562 -4.475
H 1.697 -5.222 -4.730
H 0.874 -3.184 -0.738
H -2.061 -4.966 -0.961
H -3.981 -4.726 0.554
H -3.722 -3.473 2.689
H -1.544 -2.430 3.230
H 1.199 -2.004 0.903
H 1.451 -3.179 2.198
N 1.943 2.862 -0.270
C 2.220 1.932 -1.223
N 1.957 2.330 -2.497
S 2.793 0.421 -0.829
H 1.193 3.504 -0.491
H 1.863 2.453 0.650
H 1.258 3.048 -2.623
H 1.960 1.587 -3.174
*
```

## Properties
- LUMO energy (eV) = 3.49
- energy relative to the best compared isomer or geometry (same formula, charge and spin) (eV) = 1.461
- frontier orbital gap (eV) = 6.47

Entry 4:
Density functional theory data (the ωB97M-V functional and the def2-TZVPD basis) for a molecular structure, C26H21N5O4RuS2.

ORCA input file:
```
! RIJCOSX wB97M-V def2-TZVPD def2/J DEFGRID3
* xyz -1 6
Ru -0.462 1.315 -0.604
O 3.373 1.205 1.442
C 2.092 1.231 0.981
O 1.907 1.167 -0.271
C 1.068 1.332 1.933
C 1.268 1.367 3.337
C 0.190 1.392 4.173
C -1.118 1.350 3.632
C -1.256 1.324 2.264
N -0.219 1.352 1.425
C -2.606 1.083 1.581
O -3.640 1.274 2.203
O -2.480 0.623 0.386
H 3.927 1.194 0.653
H 2.285 1.361 3.704
H 0.333 1.420 5.246
H -2.005 1.323 4.246
C -2.148 -3.212 1.196
C -1.215 -2.082 1.648
C 0.190 -2.351 1.192
C 0.996 -3.209 1.928
C 2.250 -3.581 1.476
C 2.706 -3.090 0.266
C 1.930 -2.231 -0.504
C 2.518 -1.721 -1.801
C 2.483 -2.774 -2.915
C 0.655 -1.857 -0.033
N -0.108 -0.936 -0.786
C -0.571 -1.278 -1.942
C -0.937 -0.302 -2.898
C -1.281 -0.401 -4.244
C -1.275 0.906 -4.747
C -0.932 1.743 -3.689
N -0.722 1.022 -2.574
H -3.177 -3.005 1.490
H -1.843 -4.167 1.630
H -2.116 -3.306 0.108
H -1.246 -1.989 2.736
H -1.575 -1.154 1.217
H 0.623 -3.593 2.871
H 2.871 -4.248 2.063
H 3.692 -3.364 -0.093
H 3.561 -1.454 -1.617
H 2.012 -0.814 -2.127
H 3.038 -3.665 -2.616
H 2.927 -2.380 -3.831
H 1.463 -3.084 -3.143
H -0.617 -2.330 -2.226
H -1.479 -1.311 -4.789
H -1.494 1.212 -5.757
H -0.841 2.819 -3.684
S 0.505 3.707 -0.467
C -0.808 4.695 -0.035
C -0.499 5.916 0.628
N -0.232 6.890 1.180
C -2.138 4.373 -0.330
S -2.583 2.930 -1.080
C -3.188 5.308 -0.087
N -4.054 6.053 0.054
*
```

## Properties
- LUMO energy (spin up / spin down) (eV) = 2.27 / 0.36
- energy relative to the best compared isomer or geometry (same formula, charge and spin) (eV) = 0.556
- <S²> = 8.8114
- frontier orbital gap (spin up / spin down) (eV) = 5.61 / 6.24

Entry 5:
Density functional theory data (the ωB97M-V functional and the def2-TZVPD basis) for a molecular structure, C26H21N7O2SSeZr.

ORCA input file:
```
! RIJCOSX wB97M-V def2-TZVPD def2/J DEFGRID3
* xyz 2 1
Zr -0.619 0.789 -0.923
O -2.257 -0.208 -0.765
C -2.425 -1.214 0.124
C -3.511 -1.231 0.984
C -3.763 -2.342 1.767
C -2.958 -3.482 1.677
C -1.857 -3.459 0.857
C -1.532 -2.309 0.121
C -0.345 -2.296 -0.685
N 0.161 -1.194 -1.143
N 1.254 -1.296 -2.015
C 1.442 -0.191 -2.656
O 0.666 0.886 -2.411
C 2.479 -0.095 -3.691
C 3.335 -1.169 -3.949
C 4.257 -1.080 -4.977
C 4.328 0.073 -5.753
C 3.488 1.146 -5.490
C 2.565 1.063 -4.459
H -4.186 -0.383 0.992
H -4.612 -2.337 2.440
H -3.208 -4.373 2.238
H -1.217 -4.334 0.772
H 0.152 -3.226 -0.948
H 3.257 -2.066 -3.349
H 4.916 -1.914 -5.185
H 5.037 0.132 -6.570
H 3.547 2.042 -6.096
H 1.896 1.889 -4.257
N 2.623 -0.573 0.851
C 1.562 -0.365 1.614
S 0.592 1.059 1.304
N 1.327 -1.224 2.590
C 0.320 -1.293 3.623
C 0.092 -2.561 4.140
C -0.806 -2.737 5.179
C -1.484 -1.644 5.700
C -1.240 -0.378 5.188
C -0.331 -0.189 4.155
H 2.873 0.108 0.159
H 3.246 -1.356 0.983
H 1.963 -2.009 2.632
H 0.631 -3.418 3.741
H -0.963 -3.727 5.590
H -2.178 -1.776 6.521
H -1.737 0.485 5.615
H -0.108 0.812 3.815
Se -3.650 2.977 0.964
N -3.384 4.599 0.377
C -2.269 4.594 -0.334
C -1.635 5.690 -0.990
C -0.475 5.434 -1.655
C 0.067 4.122 -1.712
N -0.482 3.082 -1.126
C -1.628 3.318 -0.422
N -2.182 2.311 0.218
H -2.071 6.681 -0.947
H 0.053 6.228 -2.164
H 0.981 3.929 -2.258
*
```

## Properties
- LUMO energy (eV) = -7.45
- energy relative to the best compared isomer or geometry (same formula, charge and spin) (eV) = 0.577
- frontier orbital gap (eV) = 6.14

Entry 6:
Density functional theory data (the ωB97M-V functional and the def2-TZVPD basis) for 2 unconnected molecules or ions with the total composition C26H21NO5.

ORCA input file:
```
! RIJCOSX wB97M-V def2-TZVPD def2/J DEFGRID3
* xyz 0 1
C 6.375 3.479 -0.918
O 6.240 2.209 -1.592
C 5.124 1.463 -1.388
C 4.996 0.286 -2.168
C 3.874 -0.497 -2.057
C 2.810 -0.143 -1.173
C 1.672 -0.985 -1.106
C 0.327 -0.586 -1.021
C -0.649 -1.623 -0.973
C -1.937 -1.370 -0.578
C -2.330 -0.048 -0.335
O -3.647 0.146 0.056
C -4.451 0.966 -0.755
C -5.325 0.342 -1.644
C -5.987 1.132 -2.584
C -5.809 2.520 -2.593
C -4.961 3.121 -1.659
C -4.281 2.344 -0.716
C -1.429 1.013 -0.458
C -0.121 0.758 -0.844
C 2.987 0.997 -0.350
C 4.108 1.798 -0.458
H 7.355 3.836 -1.236
H 5.591 4.177 -1.243
H 6.349 3.354 0.173
H 5.798 0.060 -2.865
H 3.773 -1.386 -2.677
H 1.852 -2.051 -1.245
H -0.321 -2.645 -1.162
H -2.676 -2.161 -0.479
H -5.440 -0.743 -1.617
H -6.651 0.657 -3.308
H -6.333 3.138 -3.324
H -4.816 4.204 -1.646
H -3.602 2.787 0.016
H -1.758 2.033 -0.262
H 0.587 1.579 -0.937
H 2.243 1.204 0.415
H 4.199 2.693 0.153
O 1.511 -5.236 3.713
N 0.339 -4.868 3.940
O -0.522 -5.619 4.442
C -0.031 -3.518 3.597
C -1.317 -3.048 3.929
C -1.672 -1.735 3.590
C -0.799 -0.934 2.874
C 0.484 -1.445 2.384
O 1.195 -0.858 1.534
C 0.877 -2.730 2.917
H -1.996 -3.716 4.452
H -2.635 -1.337 3.913
H -1.036 0.090 2.590
H 1.868 -3.104 2.681
*
```

## Properties
- LUMO energy (eV) = -2.32
- energy relative to the best compared isomer or geometry (same formula, charge and spin) (eV) = 0.000
- frontier orbital gap (eV) = 4.10

Entry 7:
Density functional theory data (the ωB97M-V functional and the def2-TZVPD basis) for 2 unconnected molecules or ions with the total composition C26H22BF6NO2.

ORCA input file:
```
! RIJCOSX wB97M-V def2-TZVPD def2/J DEFGRID3
* xyz 0 1
F -1.232 -1.860 2.509
C -1.945 -1.401 1.423
C -2.952 -2.196 0.882
C -3.610 -1.690 -0.242
F -4.593 -2.470 -0.815
C -3.321 -0.460 -0.805
C -2.287 0.351 -0.234
C -1.855 1.563 -0.903
C -0.929 2.453 -0.243
C 0.119 3.147 -0.896
C 1.047 3.890 -0.176
C 0.952 3.997 1.218
C -0.124 3.380 1.853
F -0.207 3.425 3.225
C -1.076 2.659 1.157
C -1.607 -0.166 0.902
H -3.194 -3.156 1.310
H -3.849 -0.103 -1.690
H -1.801 1.340 -1.969
H 0.220 3.076 -1.978
H 1.874 4.369 -0.705
H 1.696 4.529 1.801
H -1.890 2.174 1.697
H -0.780 0.386 1.349
C -1.378 8.272 -6.696
C -1.707 6.960 -7.363
C -3.087 7.045 -7.978
C -0.663 6.641 -8.423
O -1.643 5.809 -6.413
C -2.259 5.854 -5.213
N -2.176 4.633 -4.473
C -2.832 4.384 -3.256
B -4.229 5.218 -3.027
F -4.966 4.391 -2.154
F -3.992 6.465 -2.480
F -4.760 5.148 -4.343
C -2.367 3.198 -2.717
C -1.437 2.593 -3.675
C -1.317 3.550 -4.728
C -0.525 3.379 -5.832
C 0.256 2.218 -5.930
C 0.185 1.251 -4.917
C -0.651 1.416 -3.808
O -2.800 6.845 -4.774
H -0.368 8.253 -6.265
H -1.409 9.064 -7.457
H -2.117 8.491 -5.919
H -3.333 6.120 -8.514
H -3.835 7.248 -7.201
H -3.098 7.873 -8.699
H -0.892 5.695 -8.934
H -0.650 7.441 -9.176
H 0.340 6.580 -7.976
H -2.825 2.909 -1.757
H -0.550 4.138 -6.590
H 0.915 2.089 -6.786
H 0.772 0.336 -5.002
H -0.636 0.595 -3.071
*
```

## Properties
- LUMO energy (eV) = -3.81
- energy relative to the best compared isomer or geometry (same formula, charge and spin) (eV) = 3.616
- frontier orbital gap (eV) = 4.12

Entry 8:
Density functional theory data (the ωB97M-V functional and the def2-TZVPD basis) for a molecular structure, C26H22BN5O3Zn.

ORCA input file:
```
! RIJCOSX wB97M-V def2-TZVPD def2/J DEFGRID3
* xyz -2 1
Zn 0.074 0.729 0.858
C 4.862 -0.837 -4.417
C 3.667 -0.767 -3.504
C 2.894 -1.884 -3.206
C 1.817 -1.784 -2.354
C 1.392 -0.582 -1.720
N 0.309 -0.599 -0.895
C -0.669 -1.514 -1.214
C -1.249 -1.536 -2.501
C -2.226 -2.436 -2.876
C -2.721 -3.379 -1.977
C -3.827 -4.329 -2.356
C -2.190 -3.367 -0.696
C -1.190 -2.478 -0.319
N -0.669 -2.591 0.996
C -0.472 -3.701 1.751
C -0.024 -3.267 2.978
C 0.019 -1.858 2.873
N -0.385 -1.481 1.680
C 2.229 0.540 -2.005
C 3.298 0.418 -2.889
N 2.002 1.848 -1.482
C 2.844 2.912 -1.514
C 2.182 3.973 -0.952
C 0.933 3.451 -0.575
N 0.844 2.174 -0.896
H 4.794 -1.699 -5.085
H 5.801 -0.931 -3.861
H 4.945 0.058 -5.039
H 3.144 -2.850 -3.636
H 1.255 -2.680 -2.124
H -0.881 -0.806 -3.211
H -2.628 -2.397 -3.885
H -3.890 -4.441 -3.440
H -4.803 -3.977 -2.006
H -3.668 -5.321 -1.927
H -2.564 -4.060 0.051
H -0.614 -4.689 1.344
H 0.270 -3.882 3.812
H 0.373 -1.088 3.542
H 3.862 1.309 -3.136
H 3.851 2.842 -1.879
H 2.575 4.961 -0.779
H 0.135 3.900 -0.006
O 1.457 1.002 2.022
O -1.845 1.484 3.210
B -1.113 1.917 2.024
O -0.984 3.361 2.194
C -1.543 3.700 3.365
C -1.655 4.944 3.947
C -2.314 5.032 5.182
C -2.831 3.902 5.796
C -2.711 2.638 5.200
C -2.065 2.558 3.985
H -1.240 5.818 3.461
H -2.416 5.998 5.664
H -3.335 3.995 6.752
H -3.106 1.747 5.672
*
```

## Properties
- LUMO energy (eV) = 4.54
- energy relative to the best compared isomer or geometry (same formula, charge and spin) (eV) = 2.087
- frontier orbital gap (eV) = 3.26